Record 1
Density functional theory data (ωB97M-V/def2-TZVPD) for a cluster of 4 separate species, C27H40BN2O4PS in total.

For the LUMO energy, the calculation gives 0.382 eV. Its SMILES is CB(O)COC[C@@H](CC=O)N(CCCS)P(N)O.c1ccccc1.c1ccccc1.c1ccccc1. As for the max |F|: 0.0313 hartree/bohr. Its total energy is -60619.386 eV.

Geometry (Å):
1 C 2.7711 1.7359 -0.1359
2 B 3.1403 1.0698 -1.5165
3 O 3.4532 -0.2796 -1.6134
4 C 3.1104 1.9350 -2.8570
5 O 1.7636 1.7949 -3.3187
6 C 1.0167 2.9769 -3.4619
7 C 0.1466 3.3035 -2.2148
8 C 0.5676 4.6306 -1.5913
9 C 0.2894 4.7207 -0.1080
10 O 0.1777 3.7479 0.6258
11 N -1.2650 3.2783 -2.6195
12 C -1.7336 1.9094 -2.8878
13 C -1.6198 0.9316 -1.7249
14 C -2.4596 -0.3221 -1.9389
15 S -2.1570 -1.1463 -3.5426
16 P -2.3358 4.3410 -1.7962
17 N -3.5624 3.3130 -1.1931
18 O -3.1330 4.8690 -3.1513
19 H 1.9321 1.2149 0.3262
20 H 3.6218 1.7153 0.5443
21 H 2.4989 2.7769 -0.3017
22 H 2.6554 -0.8082 -1.5946
23 H 3.3696 2.9790 -2.6688
24 H 3.8037 1.5464 -3.6050
25 H 0.3487 2.8216 -4.3076
26 H 1.6565 3.8215 -3.7261
27 H 0.3776 2.5295 -1.4848
28 H 1.6551 4.7108 -1.6911
29 H 0.1536 5.4979 -2.0993
30 H 0.2705 5.7476 0.3020
31 H -1.1512 1.5010 -3.7137
32 H -2.7589 1.9651 -3.2574
33 H -0.5834 0.6106 -1.6048
34 H -1.9243 1.3794 -0.7842
35 H -3.5189 -0.0750 -1.9334
36 H -2.2756 -1.0490 -1.1546
37 H -1.5397 -2.2837 -3.2039
38 H -3.9595 3.7824 -0.3906
39 H -4.3185 3.1457 -1.8489
40 H -2.6437 4.5627 -3.9182
41 C 1.4951 -0.8880 4.7601
42 C 1.0039 0.1025 3.9206
43 C 1.7891 1.2059 3.6150
44 C 3.0656 1.3164 4.1487
45 C 3.5551 0.3279 4.9913
46 C 2.7689 -0.7732 5.2985
47 H 0.8834 -1.7507 4.9906
48 H 0.0114 0.0114 3.4983
49 H 1.4067 1.9798 2.9610
50 H 3.6789 2.1752 3.9085
51 H 4.5511 0.4139 5.4057
52 H 3.1536 -1.5462 5.9517
53 C 2.8172 -3.5644 3.0491
54 C 2.8719 -2.6072 2.0450
55 C 3.2371 -2.9776 0.7594
56 C 3.5496 -4.2999 0.4743
57 C 3.5012 -5.2544 1.4802
58 C 3.1362 -4.8860 2.7681
59 H 2.5319 -3.2806 4.0500
60 H 2.6257 -1.5751 2.2601
61 H 3.2764 -2.2265 -0.0174
62 H 3.8333 -4.5851 -0.5306
63 H 3.7458 -6.2856 1.2604
64 H 3.0981 -5.6306 3.5530
65 C -3.9651 -4.6432 0.5001
66 C -3.9182 -3.7100 -0.5258
67 C -5.0262 -2.9209 -0.7994
68 C -6.1800 -3.0597 -0.0409
69 C -6.2268 -3.9913 0.9867
70 C -5.1205 -4.7848 1.2556
71 H -3.1012 -5.2597 0.7114
72 H -3.0166 -3.5980 -1.1151
73 H -4.9889 -2.1977 -1.6045
74 H -7.0435 -2.4423 -0.2517
75 H -7.1266 -4.0992 1.5783
76 H -5.1585 -5.5135 2.0548

---

Record 2
Density functional theory data (ωB97M-V/def2-TZVPD) for a cluster of 3 separate species, C27H40ClFN2O14S in total.

For the LUMO energy, the calculation gives -1.708 eV. Its SMILES is CCCN[C@](Cl)(OCCCCS(=O)(=O)O)[C@](O)(F)OCCCCCCN.O=C1C=C(O)C(=O)C=C1O.O=C1C=C(O)C(=O)C=C1O. As for the max |F|: 0.1101 hartree/bohr. Its total energy is -86363.869 eV.

Geometry (Å):
1 C -3.2961 -1.4555 -0.2657
2 C -3.4468 -1.6891 1.3006
3 C -2.0312 -1.6058 2.0346
4 N -1.7473 -0.2629 2.5919
5 C -0.4619 0.2687 2.1417
6 Cl -0.6523 0.5473 0.3024
7 O 0.6049 -0.6162 2.2830
8 C 0.7794 -1.0632 3.6347
9 C 0.7579 -2.6537 3.7382
10 C 2.2842 -3.1167 3.6642
11 C 2.4719 -4.6317 3.2634
12 S 1.2042 -5.7340 4.0542
13 O 0.9787 -5.2924 5.4608
14 O 1.7973 -7.0992 4.0619
15 O -0.2325 -5.6737 3.2320
16 C -0.1674 1.7239 2.7472
17 O -0.6897 1.7092 4.0597
18 F -0.8915 2.7162 2.0784
19 O 1.1724 2.0152 2.9069
20 C 1.8608 2.2795 1.6682
21 C 2.9132 1.1704 1.2527
22 C 2.6798 0.5661 -0.2004
23 C 2.4804 -1.0029 -0.1870
24 C 2.7682 -1.6032 -1.6406
25 C 3.6525 -2.9190 -1.5723
26 N 3.2441 -3.8538 -0.4946
27 H -2.2517 -1.6690 -0.5902
28 H -3.9858 -2.1148 -0.8549
29 H -3.5325 -0.3809 -0.4542
30 H -4.1273 -0.9486 1.7824
31 H -3.7738 -2.7520 1.4250
32 H -2.0260 -2.3414 2.8852
33 H -1.2802 -1.9736 1.2942
34 H -2.4766 0.3709 2.2601
35 H 0.0157 -0.6903 4.3542
36 H 1.7755 -0.7150 4.0280
37 H 0.3089 -2.9291 4.7280
38 H 0.1329 -3.1196 2.9395
39 H 2.7134 -2.8802 4.6714
40 H 2.7589 -2.4173 2.9215
41 H 3.4798 -4.9684 3.6079
42 H 2.3869 -4.7360 2.1473
43 H -0.0840 -5.1766 2.4096
44 H -1.6367 1.8942 3.9878
45 H 1.2067 2.4770 0.7966
46 H 2.4503 3.2218 1.8298
47 H 2.9911 0.3648 2.0296
48 H 3.9303 1.6473 1.2171
49 H 3.6085 0.7357 -0.8159
50 H 1.8644 1.0995 -0.7544
51 H 3.1419 -1.4830 0.5859
52 H 1.4386 -1.3099 0.0621
53 H 3.2071 -0.8182 -2.3013
54 H 1.7857 -1.9051 -2.0962
55 H 4.7102 -2.5737 -1.4159
56 H 3.5258 -3.4536 -2.5432
57 H 2.2710 -3.7038 -0.2362
58 H 3.8436 -3.6899 0.3093
59 C -2.9730 -1.7998 -4.9530
60 C -3.3035 -1.4124 -6.1871
61 C -3.3960 0.0312 -6.5539
62 O -3.6820 0.3393 -7.6947
63 C -3.1393 1.0234 -5.5087
64 C -2.8121 0.6357 -4.2738
65 C -2.6932 -0.8073 -3.9148
66 O -2.3747 -1.1150 -2.7810
67 O -2.5733 1.5311 -3.2935
68 O -3.5679 -2.3068 -7.1602
69 H -2.9006 -2.8425 -4.6758
70 H -3.2264 2.0659 -5.7818
71 H -2.3578 1.0015 -2.5043
72 H -3.7767 -1.7759 -7.9499
73 C -1.4885 6.1588 -2.0752
74 C -1.0255 5.2100 -1.2581
75 C 0.2329 5.3971 -0.4799
76 O 0.6039 4.5105 0.2645
77 C 0.9715 6.6482 -0.6541
78 C 0.5103 7.5959 -1.4736
79 C -0.7627 7.4202 -2.2324
80 O -1.1550 8.3171 -2.9541
81 O 1.1728 8.7561 -1.6538
82 O -1.6740 4.0377 -1.0956
83 H -2.4004 6.0363 -2.6431
84 H 1.8911 6.7641 -0.0974
85 H 0.6350 9.2653 -2.2867
86 H -1.1407 3.5294 -0.4545

---

Record 3
Density functional theory data (ωB97M-V/def2-TZVPD) for a cluster of 3 separate species, C27H40N2O3S in total.

For the LUMO energy, the calculation gives 0.642 eV. Its SMILES is COCCCCCCc1cccc2c1Nc1cccc(N)c1S2.C1CCOC1.C1CCOC1. As for the max |F|: 0.0956 hartree/bohr. The relative energy (zero: lowest compared OMol25 entry of this formula, charge and spin) comes out at 656.36 kJ/mol. Its total energy is -48595.547 eV.

Geometry (Å):
1 C 1.7671 -0.7844 1.4906
2 O 2.5739 -1.1911 0.3467
3 C 1.9584 -2.3163 -0.3355
4 C 1.9285 -2.1848 -1.9357
5 C 2.2430 -0.6735 -2.4498
6 C 0.9345 0.2092 -2.0849
7 C 0.9816 1.6932 -2.6842
8 C -0.3198 2.5900 -2.2754
9 C -0.8457 2.2875 -0.8006
10 C -0.1736 3.0953 0.3639
11 C -0.5347 2.8921 1.8713
12 C -1.6443 1.8355 2.2074
13 C -2.2872 1.0517 1.0397
14 C -1.9494 1.2175 -0.4609
15 N -2.5245 0.4541 -1.5827
16 C -3.9365 0.0879 -1.3827
17 C -4.8494 0.0217 -2.6625
18 C -6.3471 -0.3898 -2.6241
19 C -7.0289 -0.7648 -1.2715
20 C -6.1334 -0.6949 0.0153
21 N -6.8133 -1.0762 1.2796
22 C -4.6174 -0.2787 -0.0433
23 S -3.5792 -0.2134 1.5108
24 H 0.6951 -0.4869 1.1979
25 H 2.2556 0.1604 1.9309
26 H 1.6856 -1.6181 2.2863
27 H 0.8871 -2.4614 0.0795
28 H 2.5392 -3.2545 -0.0159
29 H 0.8429 -2.3943 -2.2775
30 H 2.5707 -2.9663 -2.4821
31 H 3.2053 -0.2630 -1.9974
32 H 2.2678 -0.7398 -3.6023
33 H 0.8177 0.1526 -0.9515
34 H 0.0483 -0.3468 -2.5816
35 H 1.9677 2.1940 -2.3566
36 H 1.0224 1.5989 -3.8344
37 H -1.1124 2.5095 -3.0911
38 H 0.0335 3.6912 -2.2849
39 H 0.6542 3.8707 0.1641
40 H 0.0125 3.4930 2.6860
41 H -1.9219 1.6946 3.3006
42 H -1.9389 -0.3457 -1.8642
43 H -4.3782 0.2723 -3.6837
44 H -7.0111 -0.4706 -3.5540
45 H -8.1272 -1.0743 -1.2602
46 H -6.0832 -1.3609 1.9511
47 H -7.4469 -1.8716 1.0680
48 C 1.6201 -7.3601 1.2804
49 C 2.6918 -8.2238 0.6531
50 C 3.0209 -7.4508 -0.6091
51 O 2.7956 -6.0651 -0.3171
52 C 2.0963 -5.9643 0.9305
53 H 1.5043 -7.5138 2.3546
54 H 0.6559 -7.5575 0.8002
55 H 3.5687 -8.2607 1.3079
56 H 2.3711 -9.2478 0.4543
57 H 2.3561 -7.7324 -1.4327
58 H 4.0547 -7.5946 -0.9315
59 H 2.8009 -5.5863 1.6794
60 H 1.2740 -5.2517 0.8349
61 C 3.1293 6.7833 2.0340
62 C 1.9635 7.7445 1.9660
63 C 0.8190 6.8260 1.5853
64 O 1.1162 5.5389 2.1449
65 C 2.4774 5.5367 2.5984
66 H 3.9602 7.1424 2.6437
67 H 3.5056 6.5844 1.0250
68 H 1.7819 8.1776 2.9551
69 H 2.1078 8.5616 1.2571
70 H 0.7463 6.7104 0.4985
71 H -0.1439 7.1770 1.9631
72 H 2.4656 5.5563 3.6937
73 H 2.9725 4.6192 2.2718

---

Record 4
Density functional theory data (ωB97M-V/def2-TZVPD) for a structure of composition C27H41AuCl2N6S.

The multiplicity is 3. For the LUMO energy (spin up / spin down), the calculation gives 0.541 / -0.556 eV. As for the max |F|: 0.0587 hartree/bohr. The expectation value of S² is 2.01. The relative energy (zero: lowest compared OMol25 entry of this formula, charge and spin) comes out at 0.00 kJ/mol. Its total energy is -77173.702 eV.

Geometry (Å):
1 Au 0.7657 1.3693 0.5808
2 Cl -2.5226 0.3565 1.0125
3 C -2.9613 1.7811 0.0426
4 C -4.0909 1.6039 -0.7648
5 C -4.4776 2.6941 -1.5506
6 C -3.8628 3.8854 -1.4096
7 C -2.7782 4.0179 -0.5796
8 Cl -2.2491 5.6527 -0.2679
9 C -2.2649 2.9365 0.1535
10 S -0.7694 3.2282 1.1148
11 H -4.6884 0.7036 -0.7412
12 H -5.3482 2.5486 -2.1573
13 H -4.1736 4.7802 -1.9702
14 C 1.1015 1.3152 3.8780
15 N -0.0661 0.4076 3.7237
16 C -1.2860 0.8719 4.4011
17 C -0.0624 -0.6257 2.8301
18 N 0.6227 -0.5463 1.7262
19 C 1.2019 -1.6233 1.1017
20 C 1.9980 -2.5179 1.8420
21 C 2.7133 -3.5546 1.2239
22 C 2.6587 -3.7069 -0.1852
23 C 1.8138 -2.8471 -0.9114
24 C 1.1113 -1.8295 -0.2744
25 N 0.2668 -0.9848 -1.0355
26 C -0.4962 -1.2791 -2.0440
27 N -0.9670 -0.3266 -2.9118
28 C -0.5709 1.0239 -2.6879
29 C -2.4636 -0.3843 -3.1576
30 N -0.8873 -2.5682 -2.4068
31 C -1.0839 -3.6608 -1.4984
32 C -1.1220 -2.8798 -3.7845
33 N -0.8894 -1.6641 3.0904
34 C -1.4130 -2.5398 2.0685
35 C -0.9367 -2.2749 4.3840
36 H 1.1847 1.6138 4.9309
37 H 0.9121 2.2070 3.2500
38 H 2.0513 0.8576 3.5654
39 H -0.9895 1.0521 5.4008
40 H -1.9874 0.0457 4.3008
41 H -1.6493 1.7795 3.8952
42 H 2.1986 -2.3511 2.8786
43 H 3.3909 -4.1152 1.8367
44 H 3.3136 -4.4430 -0.6753
45 H 1.7224 -2.9385 -1.9738
46 H 0.4954 1.1253 -2.6328
47 H -0.9889 1.4287 -1.7525
48 H -0.9143 1.6313 -3.5224
49 H -2.7402 0.0576 -4.1356
50 H -3.0632 0.1490 -2.3976
51 H -2.6534 -1.4425 -3.2529
52 H -0.7654 -3.3766 -0.5008
53 H -0.4274 -4.5074 -1.8276
54 H -2.1113 -4.0131 -1.3643
55 H -0.6820 -2.1273 -4.4494
56 H -2.1553 -3.0147 -4.0080
57 H -0.6548 -3.8667 -3.9978
58 H -1.3060 -2.1625 1.0461
59 H -2.4902 -2.7977 2.2771
60 H -0.8498 -3.4779 2.1159
61 H -0.6752 -1.5686 5.1594
62 H -0.2500 -3.1327 4.4815
63 H -1.9452 -2.6506 4.6122
64 C 3.8773 3.7156 -1.4039
65 C 3.2214 2.4316 -0.9517
66 C 3.3889 1.4567 -2.1099
67 C 3.9332 1.8298 0.2596
68 C 1.7613 2.6592 -0.6543
69 H 4.9338 3.6391 -1.3319
70 H 3.6456 4.6175 -0.7983
71 H 3.6152 4.0600 -2.4126
72 H 4.4615 1.3683 -2.3366
73 H 2.8558 1.8545 -2.9943
74 H 2.9740 0.4595 -1.8228
75 H 4.9753 1.5556 -0.0655
76 H 3.3590 0.9702 0.5856
77 H 3.9907 2.5795 1.0099
78 H 1.2147 3.4787 -1.0683

---

Record 5
Density functional theory data (ωB97M-V/def2-TZVPD) for a structure of composition C27H41AuN2O4PSe2.

For the LUMO energy, the calculation gives -4.368 eV. Its net charge is +1. As for the max |F|: 0.0947 hartree/bohr. Its total energy is -183503.350 eV.

Geometry (Å):
1 Au -0.4921 -0.6682 -0.3099
2 O 2.7875 3.1481 2.7253
3 C 3.5874 2.6259 3.7576
4 C 3.6756 1.1046 3.5844
5 C 4.4782 0.5378 4.7872
6 O 5.7112 1.1668 4.9709
7 C 4.3649 0.7501 2.2718
8 Se 3.1978 1.1387 0.7284
9 C 2.2999 0.4560 3.5979
10 Se 1.2757 0.8866 1.9595
11 H 2.7433 4.1054 2.8010
12 H 3.1530 2.8569 4.7372
13 H 4.6003 3.0444 3.7206
14 H 4.5847 -0.5488 4.6750
15 H 3.9048 0.7368 5.6983
16 H 6.3985 0.7466 4.4441
17 H 4.5995 -0.3172 2.2298
18 H 5.2721 1.3351 2.1201
19 H 1.6943 0.8066 4.4328
20 H 2.3902 -0.6334 3.6544
21 O -6.9463 -5.0306 0.3932
22 C -7.1799 -3.7374 0.0916
23 O -8.2804 -3.3682 -0.2086
24 C -6.0033 -2.8278 0.1474
25 C -6.2277 -1.4572 0.3077
26 C -5.1877 -0.5667 0.3677
27 C -3.8487 -1.0030 0.2398
28 C -3.6413 -2.3796 0.0441
29 C -4.6853 -3.2715 0.0008
30 N -2.7780 -0.1763 0.2368
31 C -2.8366 1.1314 0.4498
32 C -1.7778 1.9760 0.1255
33 C -1.8771 3.3857 0.2601
34 C -0.8739 4.1866 -0.2000
35 C 0.2504 3.5965 -0.8101
36 C 0.3171 2.2285 -0.8705
37 N -0.6366 1.4251 -0.3978
38 H -6.0435 -5.1817 0.6977
39 H -7.2480 -1.1099 0.3850
40 H -5.4004 0.4791 0.5187
41 H -2.6238 -2.7091 -0.0984
42 H -4.4766 -4.3137 -0.2136
43 H -3.7273 1.5825 0.8718
44 H -2.7647 3.8032 0.7095
45 H -0.9386 5.2598 -0.1229
46 H 1.0444 4.1970 -1.2177
47 H 1.1645 1.7275 -1.3278
48 C -0.5142 -5.0160 -2.2041
49 C -0.1884 -3.5279 -2.1384
50 C -1.2768 -2.6812 -2.7961
51 P 0.1951 -2.8617 -0.4352
52 C -0.5771 -3.9883 0.8488
53 C -0.9180 -3.1929 2.1131
54 C 0.2044 -5.2562 1.1883
55 C 2.0371 -3.1130 -0.2908
56 C 2.7866 -2.2996 -1.3453
57 C 2.5153 -2.6988 1.0980
58 H -0.7126 -5.2843 -3.2398
59 H -1.3972 -5.2715 -1.6232
60 H 0.3280 -5.6176 -1.8674
61 H 0.7323 -3.3640 -2.7101
62 H -2.2270 -2.7538 -2.2735
63 H -1.4325 -3.0138 -3.8210
64 H -0.9744 -1.6344 -2.8238
65 H -1.5232 -4.3009 0.3904
66 H -0.0393 -3.0437 2.7359
67 H -1.6519 -3.7336 2.7096
68 H -1.3316 -2.2136 1.8680
69 H 1.1288 -5.0370 1.7134
70 H 0.4402 -5.8386 0.3028
71 H -0.4020 -5.8790 1.8433
72 H 2.2264 -4.1809 -0.4563
73 H 2.5735 -1.2354 -1.2305
74 H 2.5334 -2.5950 -2.3609
75 H 3.8586 -2.4471 -1.2233
76 H 2.3467 -1.6284 1.2260
77 H 3.5814 -2.9000 1.1999
78 H 1.9986 -3.2247 1.8954

---

Record 6
Density functional theory data (ωB97M-V/def2-TZVPD) for a cluster of 2 separate species, C27H41Br3N4O6PS in total.

For the LUMO energy, the calculation gives -2.415 eV. Its net charge is +1. As for the max |F|: 0.0341 hartree/bohr. Its total energy is -277156.727 eV.

Geometry (Å):
1 C 1.9354 2.9857 2.3800
2 C 2.2588 1.5192 2.2318
3 C 3.4776 1.0408 2.9588
4 N 1.5763 0.6994 1.5208
5 C 1.0175 1.2244 0.3293
6 C -0.3395 1.5602 0.2016
7 C -1.2056 1.3250 1.4072
8 N -1.6993 -0.0722 1.4474
9 C -0.8452 2.0879 -0.9996
10 C -2.3047 2.4312 -1.1784
11 C -3.2561 1.2330 -1.0711
12 C -4.6193 1.4864 -1.7270
13 C -4.5314 2.0337 -3.1648
14 S -5.1957 3.6690 -3.3704
15 O -4.5220 4.3059 -4.4554
16 O -6.6270 3.5650 -3.3819
17 O -4.7914 4.4228 -2.0250
18 C 0.0241 2.2940 -2.0867
19 C -0.4305 2.8941 -3.3642
20 Br -0.8240 4.7489 -3.2558
21 C -0.5375 2.2799 -4.5379
22 C -0.9735 2.9412 -5.8099
23 Br -0.1288 0.4343 -4.6409
24 C 1.3436 1.9115 -1.9491
25 C 1.8378 1.3765 -0.7733
26 C 3.2703 1.0489 -0.9788
27 O 4.1412 0.8521 -0.1721
28 N 3.4686 1.0645 -2.3963
29 P 5.1850 1.2511 -2.8201
30 O 5.0114 1.2848 -4.4272
31 Br 5.4855 3.4283 -2.3110
32 C 2.4834 1.9865 -2.9144
33 O 2.6345 2.6863 -3.8702
34 H 2.5275 3.4184 3.1845
35 H 2.1864 3.5414 1.4721
36 H 0.8823 3.1311 2.6137
37 H 3.5359 -0.0440 2.9770
38 H 3.5297 1.4685 3.9613
39 H 4.3166 1.4529 2.3909
40 H -0.6529 1.5389 2.3243
41 H -2.0740 1.9861 1.4094
42 H -1.9088 -0.3169 2.4086
43 H -0.9607 -0.6940 1.1376
44 H -2.5757 3.2164 -0.4658
45 H -2.3950 2.8872 -2.1581
46 H -2.7939 0.3375 -1.4948
47 H -3.4262 1.0016 -0.0195
48 H -5.1463 0.5321 -1.7802
49 H -5.2330 2.1124 -1.0800
50 H -5.1764 1.4448 -3.8159
51 H -3.5145 2.0345 -3.5511
52 H -5.6141 4.6484 -1.5650
53 H -1.9248 3.4562 -5.6482
54 H -0.2470 3.6953 -6.1145
55 H -1.1340 2.2146 -6.6015
56 H 5.0220 2.1928 -4.7616
57 C -1.1356 -6.2089 2.2207
58 C -1.0526 -5.0569 3.2217
59 C -0.4620 -3.7550 2.7067
60 N 0.9554 -3.7913 2.1523
61 C 0.9005 -3.9124 0.6626
62 C 1.6491 -2.4890 2.4993
63 C 2.1948 -2.7133 3.8921
64 C 2.6848 -4.1672 3.8576
65 C 1.8599 -4.8503 2.7543
66 H -0.1735 -6.4842 1.7881
67 H -1.5226 -7.0992 2.7134
68 H -1.8119 -5.9637 1.4000
69 H -0.5311 -5.3683 4.1300
70 H -2.0673 -4.8162 3.5444
71 H -0.4577 -3.0188 3.5083
72 H -1.0881 -3.3565 1.9081
73 H 0.3633 -3.0533 0.2680
74 H 0.3869 -4.8311 0.3943
75 H 1.9151 -3.9217 0.2742
76 H 2.4527 -2.3471 1.7779
77 H 0.9403 -1.6691 2.4116
78 H 1.4087 -2.5918 4.6390
79 H 2.9877 -2.0096 4.1327
80 H 2.5482 -4.6563 4.8195
81 H 3.7448 -4.2242 3.6174
82 H 1.2778 -5.6779 3.1367
83 H 2.4895 -5.2229 1.9507